[1]
51
Properties=species:S:1:pos:R:3:lowdin_charge:R:1 method="wB97M-V/def2-TZVPD" gap_ev=6.9 de_lowest_kj_mol=4.83 homo_ha=-0.305 smiles="CC1CCN(C2=C(NS(=O)(=O)c3ccc(Br)cc3)C(=O)c3ccccc3C2=O)CC1"
C 0.59408 3.85136 2.35972 -0.059
H 0.44572 3.96167 3.43154 0.080
H -0.08324 3.07962 2.00529 0.073
H 0.33179 4.79270 1.88133 0.079
C 2.04906 3.48711 2.06730 -0.357
C 2.34636 3.51966 0.56578 -0.135
H 3.40396 3.30093 0.41153 0.116
C 1.47968 2.51679 -0.20421 -0.152
N 1.24396 1.33588 0.59448 -0.053
C 0.17820 0.53675 0.39365 -0.086
C -0.52332 0.49033 -0.79614 -0.181
N -0.00132 1.06208 -1.98500 -0.049
H -0.75156 1.18225 -2.66090 0.120
S 1.18453 0.09029 -2.69439 0.679
O 2.30571 0.04993 -1.80118 -0.274
O 1.38430 0.57688 -4.02319 -0.272
C 0.39840 -1.51782 -2.69398 -0.272
C 0.52726 -2.29245 -1.55685 -0.055
C -0.27188 -3.41137 -1.40059 -0.108
C -1.18673 -3.71825 -2.39510 -0.674
C -1.29074 -2.96617 -3.55517 -0.101
C -0.49331 -1.84385 -3.69660 -0.049
H -0.56670 -1.20870 -4.56466 0.125
H -2.00674 -3.23354 -4.31650 0.109
Br -2.34696 -5.19084 -2.13926 0.761
H -0.20618 -4.01895 -0.51108 0.111
H 1.24759 -2.00599 -0.80723 0.120
C -1.72925 -0.27470 -0.99995 -0.310
O -2.29415 -0.27918 -2.09762 0.077
C -2.16615 -1.14849 0.10167 -0.093
C -3.23139 -2.02093 -0.08802 -0.009
C -3.57706 -2.92791 0.89846 -0.060
C -2.86763 -2.95844 2.08979 -0.054
C -1.81864 -2.07957 2.29529 0.003
C -1.45463 -1.17216 1.30358 -0.087
C -0.34435 -0.23491 1.56116 -0.236
O 0.07877 -0.06470 2.68957 0.118
H -1.26250 -2.08209 3.22100 0.120
H -3.13581 -3.66564 2.86002 0.107
H -4.39337 -3.61511 0.73550 0.108
H -3.76719 -1.97779 -1.02466 0.124
C 2.32063 1.03787 1.50548 -0.138
H 2.19477 0.04738 1.93722 0.123
C 2.39493 2.09244 2.61643 -0.127
H 3.40024 2.08089 3.03847 0.115
H 1.69312 1.82425 3.40560 0.103
H 3.24254 1.03753 0.91362 0.133
H 0.51123 2.95889 -0.44633 0.129
H 1.97115 2.24716 -1.14574 0.107
H 2.15766 4.51625 0.16505 0.119
H 2.68514 4.23264 2.55583 0.132

---

[2]
36
Properties=species:S:1:pos:R:3:lowdin_charge:R:1 method="wB97M-V/def2-TZVPD" charge=-1 gap_ev=3.1 homo_ha=-0.128
C -0.68897 -5.00341 1.76396 -0.067
B 0.03963 -3.81884 0.92732 -0.664
O 1.29386 -4.15067 0.26893 -0.099
P -0.58714 -1.99193 0.76775 0.106
I -0.01481 -1.93695 -1.71341 0.257
C -2.37220 -2.50687 0.27062 -0.385
C -3.33269 -2.90312 1.45902 -0.476
O -3.35860 -2.42466 2.59635 0.033
O -4.34125 -3.90912 1.17172 -0.031
H -1.24132 -4.50023 2.63732 0.064
H 0.04140 -5.77186 2.16234 0.056
H -1.51728 -5.47293 1.12563 0.067
H 2.00327 -3.94246 0.91631 0.088
H -0.97533 -0.58955 0.73198 -0.051
H 0.77693 -1.55295 1.10268 -0.069
H -0.86440 -1.99087 2.18758 -0.030
H -2.31294 -3.36693 -0.48026 0.052
H -2.84660 -1.59617 -0.24415 0.086
H -3.93756 -4.77074 1.40327 0.083
C 3.99551 2.99914 -1.57787 -0.139
O 2.91928 2.32691 -0.93910 -0.237
P 1.68585 3.19778 -0.11748 0.755
O 0.67848 2.08065 -0.34460 -0.265
O 1.63952 4.32110 -1.32339 -0.319
C 1.04966 4.00161 -2.57570 -0.115
O 0.60284 4.16255 0.80029 -0.319
C -0.70810 4.39585 0.33237 -0.139
H 4.90996 2.42109 -1.42949 0.084
H 3.79938 3.04779 -2.65536 0.087
H 4.14262 4.00405 -1.18105 0.082
H 0.81402 2.93959 -2.66881 0.098
H 1.74952 4.28105 -3.36713 0.080
H 0.14279 4.59400 -2.70268 0.081
H -1.25364 3.46349 0.18204 0.090
H -0.69998 4.98884 -0.58372 0.071
H -1.23168 4.97481 1.09669 0.087

---

[3]
79
Properties=species:S:1:pos:R:3:lowdin_spin:R:1 method="wB97M-V/def2-TZVPD" charge=+2 multiplicity=4 gap_ev="6.8 / 6.1" s2=3.7775 homo_ha="-0.533 / -0.536"
Re 0.50561 -0.75275 -0.13964 2.401
C -1.34868 1.17762 4.70641 0.000
C -1.40933 1.20621 3.17737 0.001
C -2.72531 1.82206 2.69491 0.000
C -0.20255 1.92736 2.60877 0.010
C -0.10212 3.29810 2.81671 0.002
C 0.95348 4.03127 2.30824 0.011
C 1.94969 3.40385 1.57768 -0.001
C 1.91803 2.03493 1.35454 0.010
C 3.06122 1.41626 0.56957 0.002
C 3.83066 0.31562 1.30072 0.005
C 2.68938 1.07450 -0.86525 0.004
C 0.83872 1.30860 1.88986 0.033
N 0.77118 -0.10635 1.63031 0.027
C 0.56706 -1.03300 2.70444 0.012
O 1.05703 -0.94298 3.78398 0.020
C -0.40078 -2.10152 2.25755 0.022
C -1.10370 -2.99082 3.04181 -0.005
C -2.17021 -3.67296 2.45396 0.020
C -2.54741 -3.41517 1.13648 -0.006
C -1.77952 -2.53252 0.40504 0.018
N -0.71064 -1.96142 0.96575 0.003
C -2.04529 -1.96741 -0.97250 0.011
O -3.00689 -2.19658 -1.64172 0.049
N -0.97926 -1.12599 -1.29480 0.073
C -0.80281 -0.28957 -2.42879 0.047
C -1.33807 1.01906 -2.39998 0.039
C -1.17573 1.79505 -3.53938 -0.003
C -0.50268 1.30594 -4.64713 0.039
C 0.04552 0.02817 -4.64161 0.001
C -0.08422 -0.79755 -3.53890 0.027
C 0.50906 -2.18930 -3.59850 0.004
C 1.34768 -2.56865 -2.38201 0.030
C -0.53973 -3.25993 -3.90798 0.003
C -2.08462 1.58185 -1.21081 0.007
C -3.55678 1.81695 -1.56190 0.003
C -1.42006 2.86802 -0.71271 0.002
H -2.20154 0.63101 5.11033 0.000
H -1.39299 2.19138 5.10608 0.000
H -0.43121 0.71541 5.06937 0.000
H -1.41770 0.17518 2.81782 0.000
H -2.84422 2.84315 3.05685 0.000
H -3.56772 1.24462 3.07620 0.000
H -2.78902 1.84080 1.60586 0.000
H -0.87185 3.80344 3.38478 0.000
H 1.00310 5.09737 2.48236 0.001
H 2.77617 3.98439 1.18822 0.000
H 3.77334 2.23551 0.42716 0.000
H 3.26624 -0.61131 1.41134 0.003
H 4.10297 0.65711 2.29832 0.000
H 4.74827 0.08076 0.75965 0.000
H 1.89347 0.27228 -1.03132 0.013
H 3.51804 0.64363 -1.42776 0.000
H 2.25200 1.91529 -1.40397 0.001
H -0.85069 -3.10749 4.08697 0.000
H -2.74546 -4.37240 3.04623 0.001
H -3.42197 -3.86626 0.68756 0.000
H -1.58670 2.79524 -3.56779 -0.001
H -0.39780 1.92763 -5.52625 0.002
H 0.57690 -0.33180 -5.51297 0.000
H 1.20296 -2.15880 -4.44199 0.001
H 0.73785 -2.92905 -1.54127 0.010
H 2.01467 -1.75121 -2.06943 0.007
H 2.01426 -3.40366 -2.60196 0.003
H -1.25006 -3.38160 -3.08874 0.000
H -0.05423 -4.22059 -4.07918 0.000
H -1.10912 -3.00400 -4.80009 0.000
H -2.05796 0.84733 -0.39678 0.004
H -3.65363 2.57690 -2.33808 0.000
H -4.10243 2.16984 -0.68644 0.000
H -4.03254 0.90479 -1.92198 0.000
H -1.41960 3.63433 -1.48821 0.000
H -0.38312 2.70364 -0.40599 0.000
H -1.96019 3.27152 0.14337 0.000
Cl 3.00645 -3.13580 0.48080 0.030
C 4.64728 -3.20974 -0.23775 0.004
Cl 4.90928 -1.93929 -1.42667 0.001
H 4.73721 -4.17573 -0.72031 0.000
H 5.35335 -3.09077 0.57518 0.000

---

[4]
122
Properties=species:S:1:pos:R:3:lowdin_charge:R:1 method="wB97M-V/def2-TZVPD" charge=-1 gap_ev=6.0 homo_ha=-0.160
C -2.97012 -6.21325 -1.65074 -0.129
C -2.42654 -5.04282 -2.43763 -0.789
Cl -2.88336 -5.21157 -4.15979 0.662
C -0.93960 -4.78887 -2.18420 -0.733
Cl -0.73780 -2.97234 -2.08362 0.549
B 0.14349 -5.40937 -3.22879 -0.814
P 0.39947 -7.29974 -2.86532 0.496
O -0.60979 -8.13394 -3.93087 -0.457
Cl 2.30263 -7.74402 -3.69781 0.056
H -2.66728 -7.16983 -2.06537 0.064
H -2.71115 -6.12662 -0.60179 0.081
H -4.05426 -6.16422 -1.71367 0.065
H -2.96299 -4.17196 -2.08880 0.029
H -0.74931 -5.14836 -1.18159 0.065
H 1.22430 -4.90060 -2.99278 0.014
H -0.08875 -5.20149 -4.39861 0.013
H -0.14968 -8.15621 -4.78768 0.011
O -0.20896 -1.56907 4.03280 -0.280
S -0.79643 -0.29338 3.75483 0.553
O -2.18166 -0.06400 4.02291 -0.275
O -0.48134 0.11760 2.25993 -0.287
C -0.83250 -0.80173 1.19433 -0.250
C -2.31614 -0.83926 0.89696 -0.066
C 0.14665 0.96834 4.54393 -0.115
H -0.44918 -1.79603 1.42925 0.116
H -0.29139 -0.44342 0.32069 0.120
H -2.87722 -1.25714 1.73263 0.073
H -2.50216 -1.45589 0.01754 0.052
H -2.69626 0.16666 0.71682 0.088
H 1.19960 0.81245 4.32912 0.053
H -0.04133 0.88213 5.61175 0.076
H -0.19136 1.93473 4.17961 0.078
O 6.16777 -0.69254 1.21271 -0.267
S 5.27887 0.40127 0.97361 0.571
O 5.01537 1.35511 2.01236 -0.295
O 3.90845 -0.15179 0.40860 -0.252
C 3.21515 -1.16992 1.17083 -0.218
C 2.53477 -0.61271 2.40472 -0.081
C 5.77534 1.26563 -0.47706 -0.119
H 3.90649 -1.97474 1.42311 0.120
H 2.47392 -1.58268 0.48973 0.126
H 3.26783 -0.25238 3.12917 0.075
H 1.93426 -1.38265 2.88498 0.075
H 1.89728 0.22519 2.13719 0.073
H 5.94973 0.54577 -1.27127 0.077
H 6.69355 1.79646 -0.23385 0.074
H 4.99395 1.97043 -0.74814 0.077
O 3.61457 6.96858 4.33473 -0.270
S 4.78052 6.54000 5.04244 0.561
O 6.08108 6.97046 4.63382 -0.273
O 4.76504 4.95110 5.14683 -0.297
C 4.63424 4.19110 3.91783 -0.231
C 5.90249 4.16737 3.09181 -0.067
C 4.58629 6.86830 6.76107 -0.115
H 3.79429 4.57584 3.33846 0.119
H 4.38040 3.18025 4.23035 0.119
H 6.14731 5.15810 2.70783 0.077
H 5.77607 3.49500 2.24967 0.050
H 6.75030 3.83214 3.68897 0.076
H 3.61053 6.51319 7.07975 0.076
H 4.66111 7.94585 6.88843 0.077
H 5.38483 6.36993 7.30439 0.063
O -5.12202 -3.30161 -6.60570 -0.290
S -4.05104 -2.71777 -7.35796 0.572
O -3.76969 -1.31934 -7.24209 -0.275
O -4.25767 -3.07725 -8.90265 -0.260
C -5.51987 -2.73923 -9.50149 -0.261
C -5.65833 -1.25416 -9.77816 -0.077
C -2.59070 -3.63885 -7.07046 -0.145
H -6.33504 -3.10471 -8.87393 0.113
H -5.55430 -3.29564 -10.43650 0.119
H -5.69038 -0.68011 -8.85353 0.068
H -6.57794 -1.05948 -10.33163 0.078
H -4.80934 -0.89251 -10.35811 0.083
H -2.81186 -4.69663 -7.17812 0.071
H -2.28535 -3.42044 -6.04906 0.041
H -1.81877 -3.32402 -7.76770 0.079
O -4.59439 -2.46518 -1.55281 -0.271
S -5.77663 -1.98255 -2.19550 0.588
O -6.06991 -0.57794 -2.20239 -0.283
O -7.03504 -2.76270 -1.59244 -0.259
C -7.19381 -2.75932 -0.16226 -0.255
C -7.69712 -1.43087 0.36928 -0.074
C -5.88144 -2.60347 -3.83606 -0.125
H -6.25428 -3.04700 0.31306 0.115
H -7.91912 -3.54294 0.04926 0.119
H -6.95971 -0.64241 0.22694 0.067
H -7.90808 -1.50926 1.43632 0.080
H -8.60531 -1.12886 -0.15307 0.082
H -5.68954 -3.67269 -3.82399 0.066
H -5.12331 -2.09402 -4.42286 0.064
H -6.86927 -2.38238 -4.23043 0.080
O 7.59645 2.21331 9.88165 -0.276
S 8.77586 2.67220 9.21438 0.564
O 9.17539 4.04172 9.31100 -0.277
O 8.69613 2.25286 7.68391 -0.262
C 7.52628 2.65531 6.93524 -0.235
C 7.53130 4.12686 6.57818 -0.065
C 10.14009 1.64725 9.64726 -0.124
H 6.62679 2.38238 7.48952 0.118
H 7.54528 2.05267 6.02904 0.124
H 7.44991 4.75059 7.46890 0.071
H 6.68815 4.35332 5.92287 0.044
H 8.45963 4.39944 6.07534 0.096
H 9.84494 0.60685 9.54685 0.074
H 10.39280 1.87469 10.68038 0.075
H 10.97558 1.88547 8.99506 0.074
O -2.31906 2.76973 -3.41308 -0.266
S -3.22939 3.86358 -3.53649 0.560
O -3.48191 4.72882 -2.42525 -0.281
O -4.60974 3.33063 -4.11267 -0.266
C -5.26255 2.23819 -3.41874 -0.248
C -5.91327 2.67563 -2.12306 -0.073
C -2.78526 4.84605 -4.92949 -0.127
H -4.55364 1.42780 -3.25426 0.108
H -6.01909 1.87087 -4.10835 0.122
H -5.16909 2.98671 -1.39082 0.073
H -6.48266 1.85035 -1.70071 0.061
H -6.57745 3.52421 -2.29510 0.082
H -2.62051 4.19308 -5.78173 0.074
H -1.86956 5.37164 -4.66838 0.073
H -3.58352 5.55669 -5.12452 0.071